[1]
Density functional theory data (ωB97M-V/def2-TZVPD) for a cluster of 13 separate species, H26O13 in total.

Properties
Spin multiplicity ... 1
Largest force on an atom ... 4.22 eV Å⁻¹
Energy relative to the best compared isomer or geometry (same formula, charge and spin) ... 608.2 kJ/mol

XYZ file:
```
39
Properties=species:S:1:pos:R:3:forces:R:3:nbo_charge:R:1
H -0.170 0.344 -0.770 0.0 1.1 -1.3 0.48
H 0.237 -0.094 0.601 -2.0 -0.4 -1.7 0.46
H -3.126 1.241 1.966 -0.1 -0.1 2.2 0.46
H -2.412 0.445 0.819 0.0 0.0 0.3 0.48
H 0.818 2.559 3.781 0.9 2.0 -2.1 0.47
H 0.835 2.588 2.258 -0.1 0.1 -0.5 0.46
H 3.490 -1.860 -3.367 0.0 0.2 0.1 0.48
H 3.604 -1.292 -1.959 0.2 -0.1 0.5 0.48
H -0.088 1.039 -2.531 0.3 -0.8 -1.0 0.49
H 0.098 2.464 -3.242 -0.5 -1.5 2.1 0.48
H 1.829 -0.100 -3.107 -0.5 -0.4 1.0 0.50
H 1.274 -0.108 -1.662 0.9 0.6 1.5 0.44
H 2.409 2.998 -1.476 1.1 -0.3 -0.2 0.46
H 2.704 4.350 -1.441 -1.1 3.6 0.4 0.46
H 2.585 -0.495 2.746 0.7 -2.9 0.1 0.47
H 2.399 -1.992 3.320 -0.4 0.1 0.2 0.48
H -1.050 -0.176 2.973 0.2 0.4 1.3 0.46
H -1.003 -1.167 4.069 -0.5 -1.7 0.8 0.46
H -1.885 0.694 -3.923 -0.6 1.3 1.4 0.46
H -1.566 0.019 -5.098 0.1 -1.1 0.3 0.46
H -0.509 -2.872 3.030 0.7 0.5 -1.2 0.47
H -0.177 -1.657 2.098 -0.1 0.8 0.3 0.46
H -0.925 -2.037 0.355 0.2 -0.1 -0.5 0.48
H -1.971 -2.704 1.101 -0.6 -1.5 1.0 0.46
H -3.023 -0.973 -0.517 1.1 0.3 0.3 0.48
H -4.060 -1.406 0.577 0.4 0.3 0.6 0.46
O -0.513 -0.218 -0.102 2.6 0.4 3.0 -0.93
O -2.991 1.180 1.056 0.3 0.3 -2.4 -0.95
O 1.094 3.164 2.978 -0.8 -2.1 2.7 -0.93
O 3.247 -1.101 -2.820 2.4 -0.9 -1.1 -0.95
O -0.137 1.979 -2.377 0.3 2.5 -1.3 -1.00
O 1.152 -0.471 -2.507 -2.6 0.3 -2.0 -0.93
O 3.193 3.591 -1.545 0.0 -3.4 -0.2 -0.92
O 2.863 -1.485 2.656 -0.3 2.9 -0.4 -0.95
O -0.735 -0.291 3.908 0.1 1.8 -2.0 -0.92
O -1.714 -0.200 -4.154 0.4 -0.1 -1.7 -0.91
O -0.036 -2.582 2.209 0.1 -2.1 1.5 -0.93
O -1.875 -2.055 0.441 1.2 0.0 0.0 -0.95
O -3.868 -1.320 -0.343 -3.8 -0.2 -1.8 -0.94
```
Forces are in eV/Å.

[2]
Density functional theory data (ωB97M-V/def2-TZVPD) for a structure of composition C28H56AlCl7F3MgN2O16S2.

Properties
Spin multiplicity ... 1
Total charge ... -1
Largest force on an atom ... 5.01 eV Å⁻¹
DFT total energy ... -7173.05380 Ha

XYZ file:
```
116
Properties=species:S:1:pos:R:3:forces:R:3:lowdin_charge:R:1
C 4.438 -0.742 -0.483 0.5 0.2 -0.3 -0.04
C 4.321 0.764 -0.498 0.3 0.2 0.7 -0.38
N 5.008 1.482 0.303 -0.4 -0.1 -0.4 0.16
C 3.425 1.409 -1.513 0.0 -0.6 0.5 -0.08
C 2.224 2.177 -0.980 0.3 0.6 -0.2 -0.27
C 2.455 3.025 0.247 -1.3 0.0 0.1 -0.15
C 1.139 3.579 0.779 0.2 0.0 0.3 -0.21
C 1.345 4.663 1.816 -1.0 0.1 0.2 -0.28
N 0.091 5.028 2.507 0.2 0.0 -0.1 -0.01
O 1.073 1.323 -0.755 0.0 -0.2 0.1 -0.09
C 0.475 0.886 -1.942 -0.5 -0.2 -0.2 -0.30
C -0.964 1.409 -2.134 0.5 0.2 0.1 -0.12
C -1.676 1.751 -0.847 -0.5 0.1 -0.2 -0.20
C -2.386 0.555 -0.223 -0.4 0.5 0.3 -0.19
C -2.414 0.573 1.301 0.6 0.2 -0.3 -0.14
C -2.088 -0.743 1.935 -0.2 0.2 0.8 -0.15
O -3.239 -1.621 1.996 0.3 -0.1 -0.4 0.05
C -3.617 -2.269 0.899 -1.1 0.0 -0.1 -0.50
C -2.570 -2.872 -0.030 -0.1 0.4 -0.6 -0.13
O -4.774 -2.461 0.627 0.6 0.0 0.4 0.15
C 0.457 -0.646 -2.000 0.3 -0.1 -0.4 -0.13
O 1.509 -1.213 -1.241 -0.3 -0.6 0.3 -0.16
C 1.212 -1.372 0.084 0.3 1.5 -0.9 -0.53
Cl 1.049 -3.129 0.518 -0.1 -0.4 0.1 0.67
H 5.485 -0.977 -0.635 0.3 -0.1 0.0 0.09
H 3.904 -1.215 -1.292 -0.3 -0.2 0.0 0.07
H 4.169 -1.144 0.486 -0.2 -0.2 0.2 0.07
H 5.571 0.890 0.912 0.1 0.0 0.1 0.06
H 3.061 0.623 -2.158 -0.1 0.0 -0.4 0.09
H 4.050 2.032 -2.134 0.1 0.5 -0.1 0.09
H 1.938 2.869 -1.770 -0.2 0.1 -0.3 0.16
H 2.898 2.462 1.053 0.6 0.0 0.1 0.11
H 3.051 3.882 -0.029 0.6 -0.1 0.0 0.05
H 0.510 3.960 -0.024 -0.1 0.1 -0.2 0.12
H 0.588 2.791 1.285 -0.2 -0.3 -0.1 0.09
H 2.020 4.314 2.585 0.5 0.1 0.1 0.11
H 1.726 5.562 1.353 0.4 0.2 0.0 0.08
H -0.238 4.212 3.009 -0.1 0.0 0.1 0.05
H -0.617 5.239 1.813 -0.1 0.1 0.0 0.05
H 1.037 1.213 -2.808 0.4 0.2 -0.1 0.15
H -1.534 0.644 -2.663 -0.1 -0.1 -0.3 0.11
H -0.922 2.272 -2.786 0.0 0.3 -0.1 0.12
H -2.435 2.495 -1.091 -0.1 0.2 0.1 0.03
H -1.021 2.236 -0.142 0.4 0.0 0.1 0.08
H -1.928 -0.364 -0.573 0.0 -0.1 -0.1 0.07
H -3.414 0.600 -0.576 -0.2 -0.5 -0.3 0.06
H -3.334 0.976 1.702 -0.3 0.0 0.1 0.13
H -1.629 1.245 1.636 0.2 0.2 0.1 0.12
H -1.812 -0.560 2.962 -0.1 -0.3 0.4 0.14
H -1.221 -1.207 1.479 0.0 -0.4 -0.2 0.09
H -3.005 -2.853 -1.026 -0.3 0.1 -0.2 0.08
H -2.425 -3.922 0.226 -0.3 -0.1 1.0 0.01
H -1.625 -2.334 -0.088 0.2 -0.1 0.3 0.01
H -0.519 -1.046 -1.719 -0.1 -0.2 0.4 0.09
H 0.618 -0.955 -3.025 0.1 -0.1 -0.3 0.14
H 0.291 -0.866 0.344 -0.3 -0.2 0.1 0.07
H 2.000 -0.963 0.695 0.3 -0.3 0.3 0.09
C 4.626 6.907 -1.417 0.0 0.0 0.0 -2.03
Cl 4.882 5.208 -1.082 0.2 0.0 0.0 0.62
Cl 3.214 7.492 -0.514 -0.1 0.0 0.0 0.53
Cl 6.045 7.824 -0.914 0.0 0.1 -0.1 0.57
Cl 4.344 7.131 -3.145 0.0 0.0 -0.1 0.53
C -0.979 -6.881 1.028 0.1 0.2 0.1 -0.11
O -0.653 -5.505 1.336 -0.7 -0.1 -0.7 -0.21
H -1.670 -7.219 1.796 0.0 0.0 -0.2 0.05
H -1.464 -6.967 0.047 0.0 -0.1 0.0 0.05
H -0.079 -7.494 1.042 0.0 0.0 0.0 0.10
H -0.024 -5.190 0.680 0.7 -0.3 0.6 -0.11
Al -1.065 -4.395 -1.185 0.7 -0.2 -0.5 0.96
O 5.214 7.855 3.570 -0.1 -0.1 0.2 -0.19
S 5.677 6.644 2.892 -0.2 0.0 0.0 0.24
O 6.351 5.756 3.844 0.2 0.2 0.2 -0.17
O 6.658 6.974 1.849 0.0 -0.3 0.0 -0.23
O 4.519 5.975 2.294 0.0 0.2 -0.3 -0.22
O -2.351 -6.844 6.632 1.9 0.1 -1.2 -0.12
C -3.080 -7.351 5.799 -3.4 -0.5 2.9 -0.40
C -2.026 -7.489 4.257 3.3 -0.1 -3.7 -0.27
O -2.755 -7.995 3.399 -0.5 0.1 0.8 -0.03
H -3.959 -6.789 5.443 0.6 0.6 -1.0 0.10
H -3.434 -8.383 5.968 0.9 -0.5 -0.6 0.12
H -1.153 -8.056 4.626 -0.7 -0.5 0.8 0.13
H -1.676 -6.447 4.123 -0.9 0.3 0.5 0.12
C -3.951 1.901 -4.868 0.3 -0.2 -0.8 -0.21
C -3.207 2.843 -5.809 -0.1 0.1 0.0 -0.27
O -2.063 2.268 -6.386 0.2 0.0 0.1 -0.14
C -2.260 1.115 -7.184 -0.1 -0.1 -0.1 -0.27
C -3.170 1.337 -8.379 -0.1 0.1 0.1 -0.08
H -3.281 1.547 -4.077 0.0 0.0 0.0 0.01
H -4.800 2.424 -4.419 0.1 -0.1 -1.3 -0.15
H -4.349 1.021 -5.379 -0.1 0.0 0.0 0.08
H -2.851 3.707 -5.247 0.1 0.0 0.0 0.12
H -3.888 3.228 -6.577 -0.1 -0.1 0.0 0.12
H -2.627 0.282 -6.569 -0.1 0.0 0.0 0.10
H -1.267 0.833 -7.527 0.1 0.1 0.0 0.12
H -4.185 1.607 -8.082 0.0 -0.1 0.0 0.06
H -3.232 0.426 -8.975 0.0 0.0 0.0 0.08
H -2.783 2.140 -9.006 0.0 0.0 0.0 0.08
Mg -4.873 2.510 -2.599 -0.5 0.3 2.0 0.54
Cl -4.239 -6.615 7.973 -1.3 0.5 1.8 0.79
C -4.963 -6.070 9.522 -0.3 -0.1 -0.2 -0.59
C -4.382 -4.748 9.950 0.1 0.1 0.2 -0.67
Cl -2.667 -4.906 10.392 -0.1 0.0 -0.1 0.60
H -4.787 -6.844 10.264 0.1 0.0 0.0 0.07
H -6.038 -5.977 9.366 0.0 0.0 0.0 0.07
H -4.921 -4.380 10.822 0.0 0.0 0.0 0.07
H -4.459 -4.006 9.159 0.0 0.0 -0.1 0.07
C 6.070 2.252 -5.921 0.0 0.1 0.1 -0.68
F 6.445 3.439 -6.417 0.0 0.0 0.0 0.11
F 5.819 1.440 -6.961 0.0 0.0 0.0 0.11
F 7.117 1.742 -5.257 0.1 0.0 0.0 0.11
S 4.600 2.415 -4.833 -0.5 -0.1 0.1 0.43
O 3.593 2.962 -5.712 0.0 0.1 -0.1 -0.33
O 5.043 3.290 -3.770 0.1 0.1 0.0 -0.35
O 4.356 1.045 -4.417 0.1 -0.2 -0.1 -0.34
O -0.234 -6.321 9.028 0.1 0.0 0.0 -0.39
H -0.936 -6.485 8.386 0.0 0.0 0.0 -0.16
```
Forces are in eV/Å.

[3]
Density functional theory data (ωB97M-V/def2-TZVPD) for a cluster of 5 separate species, C6H22NO5 in total.

Properties
Spin multiplicity ... 1
Total charge ... -1
Largest force on an atom ... 1.54 eV Å⁻¹
Energy relative to the best compared isomer or geometry (same formula, charge and spin) ... 83.5 kJ/mol

XYZ file:
```
34
Properties=species:S:1:pos:R:3:forces:R:3:nbo_charge:R:1
C -0.704 -0.985 1.518 -0.9 -0.3 0.4 -0.60
C 0.192 0.088 0.932 1.2 -0.8 0.4 -0.06
C 0.359 1.252 1.906 -0.9 0.6 0.3 -0.40
C 1.358 2.335 1.473 -0.4 0.1 0.0 -0.40
C 0.767 3.564 0.773 0.4 -0.3 -0.8 -0.60
N -0.219 0.519 -0.365 -1.0 0.5 0.0 -0.71
C 0.266 -0.128 -1.593 1.2 -0.7 0.2 0.16
O 0.867 -1.318 -1.343 -0.5 -0.2 0.4 -0.97
H -0.349 -1.347 2.485 0.2 0.0 0.1 0.18
H -0.897 -1.861 0.897 0.6 0.2 -0.3 0.22
H -1.712 -0.608 1.661 -0.3 0.3 0.3 0.19
H 1.174 -0.394 0.868 0.2 0.1 -0.2 0.19
H -0.640 1.695 2.066 0.1 0.2 -0.2 0.18
H 0.607 0.900 2.910 0.2 -0.4 -0.1 0.20
H 2.077 1.850 0.810 0.1 0.1 0.0 0.21
H 1.901 2.731 2.334 0.1 -0.3 0.1 0.19
H 1.589 4.092 0.283 0.0 0.3 0.2 0.20
H 0.114 3.300 -0.059 -0.2 -0.1 0.1 0.20
H 0.232 4.261 1.414 0.0 -0.1 0.2 0.19
H -0.438 1.497 -0.424 0.1 0.0 -0.2 0.35
H 1.021 0.523 -2.085 -0.3 0.4 -0.2 0.08
H -0.591 -0.237 -2.279 -0.2 0.2 -0.2 0.08
H -2.714 0.486 0.366 0.0 0.1 -0.1 0.46
H -3.160 -0.473 -0.689 -0.1 -0.3 0.2 0.49
O -3.519 0.095 0.012 -0.3 0.8 0.3 -0.99
H 3.715 -1.597 -1.995 -0.4 0.2 -0.2 0.45
H 2.405 -1.674 -1.063 0.0 0.3 -0.9 0.52
O 3.352 -1.982 -1.200 0.5 -0.5 0.8 -1.03
H -2.004 -1.770 -2.056 0.6 -0.1 -0.3 0.50
H -2.407 -2.673 -0.915 0.1 -0.1 0.0 0.49
O -2.667 -1.874 -1.378 -0.5 -0.4 -0.3 -0.96
H 0.421 -3.786 -2.287 0.0 0.0 -0.1 0.47
H -0.032 -2.857 -1.224 0.1 0.4 -0.5 0.51
O -0.363 -3.625 -1.756 -0.1 -0.3 0.4 -1.02
```
Forces are in eV/Å.

Q: Which formula does entry 1 have?
A: H26O13